Entry 1:
{
  "formula": "C2H5IO2",
  "method": "the ωB97M-V functional and the def2-TZVPD basis",
  "elements": ["C", "C", "O", "O", "I", "H", "H", "H", "H", "H"],
  "xyz": [[-0.59, -0.84, -0.13], [0.98, 0.86, 0.22], [1.28, 2.40, 0.08], [-0.12, 0.51, -0.41], [2.88, -0.21, -0.47], [-1.52, -0.74, -0.61], [-0.47, -1.16, 0.81], [0.13, -1.61, -0.66], [1.19, 0.60, 1.34], [1.19, 2.44, -0.83]],
  "max_force_ev_per_a": 5.7,
  "e_lumo_ev": 0.363,
  "gap_ev": 9.76,
  "smiles": "CO[C@H](O)I"
}

Entry 2:
{
  "formula": "CH5N3O2S",
  "method": "the ωB97M-V functional and the def2-TZVPD basis",
  "elements": ["C", "N", "N", "N", "O", "O", "S", "H", "H", "H", "H", "H"],
  "xyz": [[0.68, 0.90, 0.29], [-0.38, 1.05, -0.68], [0.43, -0.40, 0.90], [1.15, -1.30, 0.13], [-2.43, 0.24, 0.74], [-1.48, -1.45, -0.87], [-1.36, -0.29, -0.01], [1.64, 1.03, -0.20], [0.64, 1.60, 1.03], [-0.82, 1.91, -0.76], [0.87, -2.25, 0.31], [1.08, -1.04, -0.88]],
  "max_force_ev_per_a": 4.4,
  "e_lumo_ev": 0.724,
  "gap_ev": 9.76
}

Entry 3:
{
  "formula": "C26H27AsBrCl3F2IrN2OS",
  "method": "the ωB97M-V functional and the def2-TZVPD basis",
  "elements": ["Ir", "Br", "C", "As", "C", "C", "C", "C", "C", "C", "C", "C", "H", "H", "H", "H", "H", "H", "H", "H", "H", "H", "H", "H", "H", "Cl", "C", "C", "C", "C", "C", "C", "N", "C", "C", "N", "C", "O", "C", "C", "C", "Cl", "S", "C", "C", "C", "Cl", "C", "H", "H", "H", "H", "H", "H", "H", "H", "H", "H", "H", "H", "H", "F", "C", "F", "H"],
  "xyz": [[-0.67, -1.22, 1.46], [-1.41, -1.00, -0.88], [-3.07, -0.47, 4.35], [-2.81, -0.39, 2.44], [-3.18, 1.46, 2.01], [-4.29, -1.45, 1.69], [-5.61, -0.88, 2.08], [-6.27, -1.35, 3.22], [-7.50, -0.82, 3.59], [-8.08, 0.17, 2.82], [-7.44, 0.64, 1.67], [-6.22, 0.11, 1.31], [-4.07, -0.10, 4.56], [-2.33, 0.16, 4.84], [-2.97, -1.49, 4.70], [-4.21, 1.68, 2.30], [-3.05, 1.62, 0.94], [-2.50, 2.10, 2.57], [-4.14, -2.46, 2.08], [-4.13, -1.47, 0.61], [-5.82, -2.13, 3.81], [-8.00, -1.20, 4.47], [-9.05, 0.57, 3.10], [-7.91, 1.40, 1.06], [-5.73, 0.46, 0.40], [0.91, 4.76, -4.78], [1.80, 3.63, -3.90], [1.24, 2.35, -3.65], [1.96, 1.42, -2.94], [3.24, 1.71, -2.46], [3.99, 0.63, -1.72], [4.13, 0.91, -0.21], [2.81, 0.90, 0.43], [2.05, 2.02, 0.74], [0.89, 1.55, 1.27], [0.95, 0.17, 1.29], [2.12, -0.18, 0.78], [5.24, 0.47, -2.33], [5.81, -0.85, -2.19], [4.91, -1.90, -2.75], [4.27, -2.86, -2.01], [4.38, -3.08, -0.31], [3.29, -3.89, -2.96], [3.71, -3.03, -4.39], [4.57, -2.02, -4.14], [3.78, 3.02, -2.71], [5.31, 3.47, -2.12], [3.07, 3.96, -3.43], [0.26, 2.12, -4.04], [1.55, 0.44, -2.77], [3.39, -0.28, -1.83], [4.61, 1.86, -0.01], [4.73, 0.12, 0.22], [2.40, 3.02, 0.57], [0.05, 2.10, 1.64], [2.48, -1.19, 0.65], [6.02, -1.07, -1.14], [6.75, -0.81, -2.72], [3.32, -3.35, -5.34], [4.97, -1.37, -4.91], [3.49, 4.94, -3.62], [1.18, -3.02, 2.63], [0.26, -3.19, 1.64], [0.92, -3.38, 0.47], [-0.37, -4.05, 1.86]],
  "total_charge": 2,
  "max_force_ev_per_a": 2.0,
  "e_lumo_ev": [-5.173, -10.422],
  "gap_ev": [7.93, 2.68],
  "spin_multiplicity": 6
}

Number 1: energy -527.3044 Ha. Number 2: energy -753.9253 Ha. Number 3: energy -8083.6005 Ha.